No. 1
The following is a DFT calculation (wB97M-V/def2-TZVPD) of a structure of composition C10H17N5.

Results
HOMO-LUMO gap = 9.802 eV
Lowest unoccupied orbital energy = -7.36 eV
Maximum force = 5.40 eV/A

Structure (ORCA input):
```
! wB97M-V def2-TZVPD RIJCOSX def2/J DEFGRID3
* xyz 2 1
C -1.99823 -0.37346 -1.29723
C -1.37288 -0.45982 -0.03883
C -3.46073 0.09131 0.36512
C 2.22933 -2.16365 0.78239
C 2.68014 -0.92888 0.87324
C 0.48464 -1.13724 0.29378
C -4.79001 0.28432 1.02373
C 1.85027 -0.16252 -1.87445
C 2.88570 1.72144 -0.58592
C 1.64194 0.76724 -0.68397
N -2.27538 -0.27127 0.96010
N 0.88273 -2.29085 0.48101
N -3.30361 -0.04783 -0.94394
N 1.56888 -0.02375 0.53624
N 1.04985 0.75813 1.63825
H -1.79937 -0.64235 -2.35358
H 2.79152 -2.99019 0.81575
H 3.66344 -0.55871 0.93258
H -4.87946 0.97493 1.80452
H -5.56748 0.70750 0.32167
H -4.94208 -0.60648 1.57146
H 1.29334 -0.98574 -2.01924
H 1.81199 0.36969 -2.79285
H 2.85168 -0.61947 -1.73914
H 3.05900 1.82907 0.42453
H 2.77177 2.78708 -0.89338
H 3.63241 1.20296 -1.18277
H 0.69410 1.18492 -0.82449
H -3.97965 0.09783 -1.67287
H -2.01299 -0.24949 1.96670
H 0.96983 0.10032 2.44914
H 1.56929 1.63496 1.66247
*
```

No. 2
The following is a DFT calculation (wB97M-V/def2-TZVPD) of the ion C10H17O3S with charge -1.

Results
HOMO-LUMO gap (spin up / spin down) = 4.916 / 7.665 eV
Lowest unoccupied orbital energy (spin up / spin down) = 3.32 / 3.12 eV
Maximum force = 3.07 eV/A

Structure (ORCA input):
```
! wB97M-V def2-TZVPD RIJCOSX def2/J DEFGRID3
* xyz -1 3
C -0.59518 0.07266 1.46185
C -1.16465 1.25836 1.05554
C 0.75860 -0.32329 1.17962
C 0.71215 0.51736 -1.29650
C 0.98608 -0.61471 -0.45628
C -0.48900 2.38652 0.56859
C -2.67397 1.38375 1.08476
C 0.42321 -2.16670 -2.33596
C 0.54403 -3.10461 -0.03992
C 0.17874 -1.86464 -0.85587
O 1.36420 4.06098 0.11225
O 1.42701 2.87119 2.34839
O -1.00489 3.39421 0.02589
S 1.36042 2.62179 0.89790
H -1.28291 -0.69854 1.79543
H 1.49362 0.44578 1.39401
H 1.04039 -1.23319 1.70553
H 1.42817 1.31214 -1.38233
H -0.29570 0.73172 -1.60437
H 2.05496 -0.85958 -0.47775
H -3.10630 0.99772 0.15903
H -2.95569 2.43159 1.17306
H -3.08950 0.81984 1.91902
H -0.21727 -2.97910 -2.68135
H 1.46143 -2.45632 -2.49028
H 0.22700 -1.27901 -2.93153
H 1.62680 -3.21512 0.01189
H 0.13369 -4.00086 -0.50514
H 0.15538 -3.04527 0.97263
H -0.88546 -1.64916 -0.71480
H 0.38464 4.18450 -0.09331
*
```

No. 3
The following is a DFT calculation (wB97M-V/def2-TZVPD) of a structure of composition C10H18AuCl2N2S.

Results
HOMO-LUMO gap (spin up / spin down) = 4.319 / 7.166 eV
Lowest unoccupied orbital energy (spin up / spin down) = 3.11 / 3.01 eV
Maximum force = 4.15 eV/A

Structure (ORCA input):
```
! wB97M-V def2-TZVPD RIJCOSX def2/J DEFGRID3
* xyz -1 3
Au -0.84936 -0.29859 0.36100
Cl -1.87912 -1.47458 2.10231
Cl -1.91783 1.66042 1.13024
C -0.53895 0.78204 -1.49640
H -0.57799 0.10067 -2.34050
H -1.33329 1.54453 -1.51282
C 0.83368 -1.94818 0.54999
C 0.43836 -1.74979 -0.82791
H 1.59846 -1.29047 0.97039
C -0.30454 -2.83252 -1.54360
H 1.06682 -1.09223 -1.41502
C -1.15709 -3.66712 -0.57454
H -0.93164 -2.40435 -2.33666
H 0.42168 -3.50022 -2.03709
C -0.28484 -4.26413 0.52929
H -1.92859 -3.04357 -0.10990
H -1.65735 -4.47818 -1.12081
C 0.60994 -3.24071 1.26822
H -0.91355 -4.78558 1.26009
H 0.37580 -5.01910 0.07789
H 0.17151 -3.04254 2.25567
H 1.58619 -3.72041 1.45709
S 1.07384 1.53680 -1.46891
C 0.79569 2.92619 -0.45959
N 0.14289 4.02448 -0.84122
C 0.09165 5.02936 0.20875
C 0.86576 4.37575 1.34483
N 1.27400 3.09876 0.77532
H -0.37791 4.06141 -1.71469
H -0.94480 5.24506 0.48151
H 0.57467 5.94909 -0.13231
H 0.24462 4.22120 2.23221
H 1.74802 4.96021 1.61711
H 1.68331 2.33629 1.31006
*
```

No. 4
The following is a DFT calculation (wB97M-V/def2-TZVPD) of a structure of composition C10H18CaF7Li2MgN2O10PS.

Results
HOMO-LUMO gap = 1.572 eV
Lowest unoccupied orbital energy = -4.20 eV
Maximum force = 3.78 eV/A

Structure (ORCA input):
```
! wB97M-V def2-TZVPD RIJCOSX def2/J DEFGRID3
* xyz 0 1
C 4.11985 -3.66551 -0.04641
C 2.76249 -3.06509 0.02601
O 1.94440 -3.98071 -0.75767
C 0.63498 -3.78073 -0.68796
F 0.03236 -4.89122 -0.22588
F 0.25178 -2.76644 0.06479
F 0.12237 -3.59405 -1.91290
H 4.07334 -4.69477 0.29195
H 4.49984 -3.64463 -1.05958
H 2.50148 -3.05208 1.07111
H 2.83146 -2.02136 -0.39909
C -0.61593 -0.52696 -3.10193
C 0.27540 0.68420 -3.23076
N 0.54213 1.36056 -1.95820
C 0.64411 0.78345 -0.73379
C 0.93963 1.77202 0.15240
N 1.01791 2.94039 -0.54675
C 0.78934 2.68388 -1.83401
C 1.32579 4.24408 0.03078
H -1.54317 -0.26694 -2.59292
H -0.85098 -0.91799 -4.09066
H -0.11883 -1.31341 -2.53976
H -0.21318 1.41477 -3.90590
H 1.25940 0.40460 -3.67440
H 0.50737 -0.27066 -0.61021
H 1.11306 1.78638 1.21275
H 0.80490 3.41454 -2.65849
H 0.51346 4.93843 -0.19275
H 2.25745 4.61491 -0.39120
H 1.42273 4.14099 1.11110
Mg 1.31693 2.45870 -4.38315
C -4.08777 -0.84986 0.52859
F -3.04110 -1.69150 0.80754
F -4.82059 -1.50963 -0.40546
F -4.85787 -0.91335 1.64470
S -3.56989 0.85163 0.03114
O -2.79177 0.57816 -1.16170
O -2.82907 1.28638 1.16612
O -4.83319 1.49087 -0.19075
F 2.90461 -0.51667 -0.75689
O 4.37880 -1.59286 2.15740
H 5.22855 -1.53655 2.60153
H 3.84944 -0.88972 2.55310
O 1.77586 1.23648 3.82400
P 0.53895 2.04368 4.20327
O 0.64514 2.40033 5.67923
O -0.68664 1.17203 3.95228
O 0.47567 3.32278 3.36970
Li -6.33869 -2.19233 1.47998
Ca -0.71157 5.13191 -3.46532
Li -3.62598 -3.08697 1.90691
O -6.52879 -0.42276 3.84322
H -6.23594 0.49857 3.80491
*
```

No. 5
The following is a DFT calculation (wB97M-V/def2-TZVPD) of a structure of composition C10H18Cl2IrN3O3Se.

Results
HOMO-LUMO gap (spin up / spin down) = 7.932 / 5.522 eV
Lowest unoccupied orbital energy (spin up / spin down) = -10.21 / -13.58 eV
Maximum force = 6.83 eV/A

Structure (ORCA input):
```
! wB97M-V def2-TZVPD RIJCOSX def2/J DEFGRID3
* xyz 3 6
Ir 1.23990 -0.42530 -0.61762
C 2.79865 2.33039 2.54083
N 1.52179 1.62692 2.77043
C 0.46624 2.23844 3.56166
C 1.26272 0.53336 2.02332
O 1.98551 0.30444 0.99499
C 0.02897 -0.35143 2.26083
O -0.27114 -0.86642 0.95991
C -1.50729 -1.49281 0.65464
C -1.70866 -1.00527 -0.76657
O -0.64129 -0.65975 -1.36213
N -2.89027 -0.96283 -1.31568
C -4.08486 -1.42108 -0.60013
C -2.97801 -0.77663 -2.75258
H 3.57311 1.94278 3.24797
H 2.68910 3.40411 2.69626
H 3.17072 2.17601 1.51082
H 0.15598 1.65453 4.43583
H -0.43688 2.48362 2.97640
H 0.90494 3.19126 3.94049
H -0.79977 0.27516 2.74197
H 0.24946 -1.20945 2.91190
H -2.33648 -1.15646 1.37814
H -1.43975 -2.67937 0.65086
H -4.04861 -2.50951 -0.30812
H -4.91891 -1.30281 -1.23518
H -4.27718 -0.86971 0.35456
H -3.74148 -0.07952 -3.14146
H -3.18672 -1.74940 -3.33548
H -2.01049 -0.37850 -3.08048
Cl 0.38625 0.26348 -5.37554
C 1.83919 -0.04661 -4.40462
Cl 1.39847 -1.19007 -2.96251
H 2.22893 0.88268 -4.01790
H 2.54257 -0.50767 -5.02084
Se 5.66935 -1.19789 -0.24264
C 4.16025 -0.29653 -0.97244
N 3.00569 -0.17217 -1.09986
*
```

No. 6
The following is a DFT calculation (wB97M-V/def2-TZVPD) of a structure of composition C10H18Cl2N2Ru.

Results
HOMO-LUMO gap (spin up / spin down) = 6.473 / 7.642 eV
Lowest unoccupied orbital energy (spin up / spin down) = 0.20 / -1.14 eV
Maximum force = 5.76 eV/A

Structure (ORCA input):
```
! wB97M-V def2-TZVPD RIJCOSX def2/J DEFGRID3
* xyz 0 5
Ru -1.66305 -0.60582 -0.18796
Cl -1.33130 0.46605 -2.22243
Cl -1.65862 -1.54884 1.95694
C -3.46143 -0.66209 -0.42363
H -4.16611 -1.20492 0.25600
H -3.99153 -0.49334 -1.40029
C 1.75770 -1.08075 -0.05257
C 0.57685 -1.48928 -0.50577
H 1.80287 -0.58020 0.92427
C 0.44236 -2.16038 -1.87898
H -0.26065 -1.82195 0.18280
C 1.72850 -2.74144 -2.54183
H -0.35890 -2.92723 -1.81861
H 0.05641 -1.39420 -2.58067
C 2.93355 -1.84998 -2.25862
H 1.95141 -3.72313 -2.08586
H 1.59391 -2.87642 -3.62536
C 3.01676 -1.49484 -0.74166
H 3.87244 -2.30234 -2.57674
H 2.85898 -0.90677 -2.80495
H 3.42969 -2.39203 -0.25036
H 3.76242 -0.70194 -0.63403
C -2.42840 3.69597 2.29525
N -1.10103 3.06848 2.15298
C -0.06961 3.59219 3.08119
C -1.00008 1.99284 1.41654
N -1.12275 1.10896 0.65852
H -2.36381 4.48393 3.04359
H -3.17014 2.95122 2.61773
H -2.75779 4.13239 1.34225
H 0.26255 2.82239 3.79226
H 0.80935 3.98587 2.54997
H -0.52507 4.41011 3.64178
*
```

No. 7
The following is a DFT calculation (wB97M-V/def2-TZVPD) of a structure of composition C10H18Cl2N2Sm.

Results
HOMO-LUMO gap (spin up / spin down) = 4.550 / 4.543 eV
Lowest unoccupied orbital energy (spin up / spin down) = 2.25 / 2.25 eV
Maximum force = 4.03 eV/A

Structure (ORCA input):
```
! wB97M-V def2-TZVPD RIJCOSX def2/J DEFGRID3
* xyz -1 6
Sm 0.94087 -0.43849 0.17496
Cl 1.16594 -2.92683 -0.16942
Cl 2.36423 1.39080 1.27335
C 2.15358 0.00247 -1.68199
H 2.75536 0.91566 -1.67279
H 2.62646 -0.85908 -2.18085
C -0.45483 0.50830 -1.59941
C 0.75614 0.31587 -2.39570
H -0.32749 1.20822 -0.73646
C 0.52354 -0.73644 -3.54654
H 0.90459 1.28386 -2.91699
C -0.58056 -0.25276 -4.46540
H 1.46822 -0.90050 -4.09867
H 0.26861 -1.69343 -3.07105
C -1.87856 0.01032 -3.69008
H -0.22706 0.67433 -4.94513
H -0.71486 -0.98403 -5.26865
C -1.67752 0.82215 -2.39917
H -2.57494 0.52134 -4.36353
H -2.32539 -0.96627 -3.46244
H -1.60097 1.86768 -2.72722
H -2.58066 0.77303 -1.77828
C 1.00348 -0.67122 5.53426
N -0.09134 -0.07356 4.75190
C -1.12455 0.67751 5.47168
C -0.16908 -0.22884 3.46849
N -0.27707 -0.36958 2.29982
H 0.78335 -0.50364 6.59067
H 1.97068 -0.21125 5.28867
H 1.07362 -1.75029 5.34536
H -1.10359 1.74039 5.19635
H -2.11928 0.28000 5.23513
H -0.93092 0.57430 6.53911
*
```

No. 8
The following is a DFT calculation (wB97M-V/def2-TZVPD) of a structure of composition C10H18ClN2O6S2Sm.

Results
HOMO-LUMO gap (spin up / spin down) = 9.515 / 9.528 eV
Lowest unoccupied orbital energy (spin up / spin down) = 0.31 / 0.31 eV
Maximum force = 4.69 eV/A

Structure (ORCA input):
```
! wB97M-V def2-TZVPD RIJCOSX def2/J DEFGRID3
* xyz 0 6
Sm -0.10827 0.06583 -0.66130
O 1.44622 1.82941 -3.75833
S 0.85775 1.09702 -2.68331
O 0.12989 -0.15734 -2.99444
O 1.88755 0.62652 -1.65234
O -0.13405 1.88213 -1.86399
Cl -2.51023 -0.63298 -0.80573
N -1.77624 -5.80022 -1.29291
C -1.09349 -4.67280 -0.98674
C -0.18868 -4.09378 -1.89100
C 0.48315 -2.94379 -1.54341
N 0.35136 -2.33417 -0.34726
C -0.46380 -2.93344 0.54104
C -1.18364 -4.07484 0.27812
H -1.81997 -6.08948 -2.25519
H -2.52022 -6.09572 -0.68601
H -0.03707 -4.54734 -2.85904
H 1.17377 -2.47810 -2.24546
H -0.52235 -2.46941 1.52098
H -1.83212 -4.49097 1.03438
C 2.87023 3.09754 1.59629
S 2.42578 2.02175 0.13455
C 2.10235 3.44744 -0.95747
O 1.08629 1.54997 0.64925
H 3.73495 3.70709 1.36834
H 3.09513 2.43847 2.42739
H 2.01762 3.71497 1.84360
H 2.85919 4.20826 -0.78412
H 1.10777 3.82141 -0.73856
H 2.12989 3.09728 -1.98770
C -1.18428 1.66998 3.41034
C -1.32422 1.21618 1.98417
C -2.07157 2.08533 1.01973
O -0.84678 0.14326 1.63695
H -1.79938 2.53182 3.64744
H -0.13318 1.91487 3.56259
H -1.41639 0.84932 4.08698
H -2.36708 3.04147 1.44530
H -2.95885 1.51706 0.70521
H -1.46702 2.23999 0.10166
*
```